(1)
Here is a structure of composition C5H10CrMgO3 from OMol25. Energies are from wB97M-V/def2-TZVPD.

Geometry (Å):
O  -0.3196  -1.3365  -1.0656
C  -1.0936  -0.3954  -1.7532
C  -2.2152  0.1731  -0.8955
O  -1.6536  0.4734  0.3846
C  -1.7482  1.7873  0.8992
Mg  -0.3518  -0.9894  0.9602
H  -1.5324  -0.8136  -2.6746
H  -0.4278  0.4447  -2.0207
H  -3.0225  -0.5585  -0.7469
H  -2.6570  1.0725  -1.3459
H  -1.4341  1.7130  1.9470
H  -1.0557  2.4496  0.3605
H  -2.7755  2.1424  0.7346
C  1.6256  -1.8800  0.6719
C  1.6984  -0.8911  -0.4054
O  1.7694  0.3162  0.1101
Cr  1.9604  2.2205  -0.2107
H  2.2463  -1.6472  1.5480
H  1.5396  -2.9183  0.3277
H  2.1360  -1.0062  -1.4107

Values from the calculation:
<S²>   6.46
2S+1   5
Orbital gap (spin up / spin down)   0.19048 / 0.12400 Ha

Atomic partial charges in e from the natural (NBO) method, atoms 1 to 5: O -0.9503; C -0.0926; C -0.0987; O -0.6747; C -0.2565

***

(2)
Here is the ion C5H10F2N4O with charge +2 from OMol25. Energies are from wB97M-V/def2-TZVPD.

Geometry (Å):
C  -0.9842  1.7518  -1.7205
O  -1.8681  0.9216  -0.9138
C  -1.3518  0.0735  0.0603
C  -2.4902  -0.8004  0.5587
F  -2.8944  -1.6015  -0.3662
F  -3.4827  -0.0609  0.8938
N  -0.8182  0.8248  1.1703
C  0.2872  0.5107  1.7203
N  1.0269  -0.4794  1.3108
C  0.8200  -1.1110  0.1066
N  1.7326  -2.0606  -0.1953
N  -0.3552  -0.8946  -0.4688
H  -1.7808  2.1779  -2.3687
H  -0.1724  1.2544  -2.2540
H  -0.5110  2.6297  -1.3241
H  -2.1877  -1.2711  1.5243
H  -1.3845  1.6315  1.3839
H  0.7056  1.0882  2.5767
H  1.9974  -0.5930  1.8262
H  1.9920  -2.3973  -1.1247
H  2.3723  -2.5064  0.5020
H  -0.6270  -1.0266  -1.4467

Values from the calculation:
Orbital gap   0.35926 Ha
ΔE to the lowest compared entry with this formula, charge and spin   36.8 kcal per mole
SMILES   CO[C@]1(C(F)F)NC=[NH+]C(=[NH2+])N1
Net charge   +2

Atomic partial charges in e from the natural (NBO) method, atoms 1 to 5: C -0.3157; O -0.4687; C 0.4701; C 0.5576; F -0.2770

***

(3)
Here is an isolated molecule of C5H10FN from OMol25. Energies are from wB97M-V/def2-TZVPD.

Geometry (Å):
C  1.2406  0.8296  0.0559
C  0.3786  -0.3965  0.1207
N  1.2063  -1.4919  0.0615
C  -0.7385  -0.1629  1.1318
C  -1.5252  0.7616  0.1060
C  -0.5840  -0.0011  -0.9943
F  -1.2082  -1.1484  -1.2692
H  0.7118  1.6880  0.2901
H  2.0523  0.6939  0.8518
H  1.4982  1.0132  -1.0966
H  0.9472  -2.4183  -0.3499
H  2.4681  -1.5686  -0.0595
H  -0.4910  0.6199  1.7886
H  -1.5950  -1.0560  1.3393
H  -2.5321  0.3724  -0.1960
H  -1.3807  1.7564  0.1395
H  -0.4485  0.5088  -1.9197

Values from the calculation:
Orbital gap   0.36361 Ha
ΔE to the lowest compared entry with this formula, charge and spin   97.4 kcal per mole
SMILES   C[C@@]1(N)CC[C@@H]1F

Atomic partial charges in e from the natural (NBO) method, atoms 1 to 5: C -0.5871; C 0.0193; N -0.8630; C -0.4154; C -0.4343

***

(4)
Here is the ion C5H10FN2 with charge +1 from OMol25. Energies are from wB97M-V/def2-TZVPD.

Geometry (Å):
C  0.8746  0.1626  0.1434
C  1.7194  -2.1623  -0.3226
C  -1.6247  -0.2411  0.1904
C  1.6150  1.4887  0.0187
C  -2.9353  0.3357  0.2517
N  -0.4540  0.3376  0.2578
N  1.7797  -0.8689  -0.0689
F  -1.7742  -1.5606  0.1058
H  2.5976  -2.7466  -0.6942
H  0.8010  -2.7034  -0.4042
H  2.1872  1.5221  -0.8571
H  2.3220  1.6687  0.7991
H  0.8287  2.3733  -0.0540
H  -3.5670  -0.1848  -0.4517
H  -2.9841  1.5108  0.0560
H  -3.3895  0.1461  1.2953
H  -0.5940  1.2941  0.2072
H  2.5975  -0.3721  -0.4727

Values from the calculation:
Orbital gap (spin up / spin down)   0.27095 / 0.26365 Ha
ΔE to the lowest compared entry with this formula, charge and spin   94.2 kcal per mole
Net charge   +1

Atomic partial charges in e from the natural (NBO) method, atoms 1 to 5: C 0.1969; C -0.1318; C 0.6419; C -0.6293; C -0.7182

***

(5)
Here is a cluster of 2 separate species, C5H10FN2O4 in total from OMol25. Energies are from wB97M-V/def2-TZVPD.

Geometry (Å):
N  -0.4163  -0.7924  0.1647
C  -1.6857  -0.1292  0.6172
C  -2.0132  1.2414  -0.1284
N  -3.1128  1.8974  0.6405
F  -2.5555  0.9523  -1.4414
O  -0.8900  2.1104  -0.3147
C  -0.1209  2.2656  0.8705
O  -0.4768  2.8696  1.8877
H  -0.0002  -0.2478  -0.6183
H  0.2486  -0.6072  0.9410
H  -1.6106  0.0993  1.7418
H  -2.5196  -0.9014  0.4341
H  -3.5221  1.1297  1.1994
H  -3.8109  2.2055  -0.0617
H  0.9000  1.7346  0.8792
C  3.3348  -2.4497  -1.3318
C  2.7382  -1.3244  -0.4884
O  2.1172  -0.4373  -1.1269
O  2.9407  -1.4216  0.7468
H  3.1231  -2.3055  -2.3939
H  4.4191  -2.4802  -1.1958
H  2.9127  -3.4090  -1.0217

Values from the calculation:
Orbital gap   0.28259 Ha
Net charge   -1

Atomic partial charges in e from the natural (NBO) method, atoms 1 to 5: N -0.8381; C -0.3109; C 0.7246; N -0.8473; F -0.3822

***

(6)
Here is an isolated molecule of C5H10FNO from OMol25. Energies are from wB97M-V/def2-TZVPD.

Geometry (Å):
C  2.1535  -1.2711  -0.4246
O  1.1178  -1.0968  0.5453
C  -0.0837  -0.6933  -0.0434
C  -0.4138  0.8421  -0.4124
N  -1.6718  0.9359  -1.1962
C  -0.5711  1.1070  0.9577
C  -0.9802  -0.4036  1.1228
F  -0.5720  -1.0436  2.3034
H  2.4862  -0.4163  -1.0306
H  3.0143  -1.3735  0.1894
H  2.1710  -2.4481  -0.9145
H  -0.4551  -1.2971  -0.9880
H  0.5599  1.2366  -0.9836
H  -1.0930  1.2094  -2.1550
H  -2.2106  1.9504  -0.8163
H  -1.4984  1.6875  1.2090
H  0.2360  1.4534  1.5358
H  -2.1889  -0.3791  1.1013

Values from the calculation:
Orbital gap   0.35768 Ha
ΔE to the lowest compared entry with this formula, charge and spin   102.4 kcal per mole
SMILES   CO[C@@H]1[C@@H](N)C[C@@H]1F

Atomic partial charges in e from the natural (NBO) method, atoms 1 to 5: C -0.2809; O -0.5069; C 0.0581; C -0.0856; N -0.8305

***

(7)
Here is an isolated molecule of C5H10FNO from OMol25. Energies are from wB97M-V/def2-TZVPD.

Geometry (Å):
N  -0.9359  -0.6691  -1.6592
C  0.1802  0.1567  -1.2926
C  -0.1577  1.3141  -0.3329
C  0.5109  0.5359  0.8260
C  -0.3278  -0.0375  1.9704
F  -1.6261  -0.4180  1.6149
C  1.0849  -0.5161  -0.1535
O  0.9051  -1.8522  0.0516
H  -1.3037  -0.4269  -2.5622
H  -1.6764  -0.6080  -1.0033
H  0.7776  0.3680  -2.2189
H  0.3965  2.2258  -0.5754
H  -1.2350  1.5315  -0.2732
H  1.3853  1.0785  1.2767
H  0.2330  -0.9325  2.3302
H  -0.4569  0.6520  2.7990
H  2.1500  -0.2779  -0.3741
H  0.0961  -2.1242  -0.4235

Values from the calculation:
Orbital gap   0.38256 Ha
ΔE to the lowest compared entry with this formula, charge and spin   14.2 kcal per mole
SMILES   N[C@H]1C[C@@H](CF)[C@H]1O

Atomic partial charges in e from the natural (NBO) method, atoms 1 to 5: N -0.8592; C -0.0620; C -0.4360; C -0.2910; C 0.0513

***

(8)
Here is a structure of composition C5H10Ga from OMol25. Energies are from wB97M-V/def2-TZVPD.

Geometry (Å):
C  2.4758  -1.6688  0.0799
C  2.1810  -0.5146  -0.2185
C  1.3621  0.8304  -0.4049
C  0.1706  0.9710  0.6454
C  -0.7478  -0.3215  0.7890
Ga  -2.1682  -0.2584  -0.7306
H  2.5932  -2.7191  0.4581
H  2.0871  1.6887  -0.1970
H  0.9995  0.9357  -1.4802
H  -0.5079  1.8050  0.2572
H  0.5542  1.3142  1.6686
H  -0.1861  -1.3014  0.8174
H  -1.2816  -0.2390  1.7996
H  -3.6487  -0.6182  -0.2071
H  -2.1791  1.2697  -1.3000
H  -1.7040  -1.1738  -1.9769

Values from the calculation:
Orbital gap   0.29957 Ha
Net charge   -1

Atomic partial charges in e from the natural (NBO) method, atoms 1 to 5: C -0.3266; C 0.0149; C -0.4650; C -0.4002; C -0.8706

***

(9)
Here is an isolated molecule of C5H10IP from OMol25. Energies are from wB97M-V/def2-TZVPD.

Geometry (Å):
I  1.2291  -1.3783  3.7533
P  1.5492  -0.7811  1.2883
C  0.8723  -0.1231  -0.1871
C  0.3676  1.2912  -0.4809
C  -1.1504  1.2762  -0.5445
C  -1.5222  -0.2831  -0.4472
C  -0.1646  -1.0405  -0.7632
H  2.6897  -0.0357  1.5514
H  1.9392  -2.0236  0.7862
H  0.7099  1.7174  -1.5423
H  0.6453  2.1820  0.2070
H  -1.5382  1.6151  -1.5010
H  -1.5070  1.8443  0.3691
H  -1.7624  -0.4687  0.5618
H  -2.3219  -0.5537  -1.0769
H  -0.0784  -2.0907  -0.1670
H  0.0428  -1.1477  -1.8070

Values from the calculation:
Orbital gap (spin up / spin down)   0.27452 / 0.27453 Ha
ΔE to the lowest compared entry with this formula, charge and spin   28.8 kcal per mole
SMILES   I[PH2]=C1CCCC1

Atomic partial charges in e from the natural (NBO) method, atoms 1 to 5: I -0.3109; P 0.6885; C -0.3829; C -0.4731; C -0.4109

***

(10)
Here is a structure of composition C5H10MgO4Yb from OMol25. Energies are from wB97M-V/def2-TZVPD.

Geometry (Å):
O  0.9859  0.9929  2.0366
C  -0.1525  0.3469  2.4559
C  -0.7328  -0.6190  1.4380
O  0.1724  -0.8058  0.4432
C  0.6965  -1.8531  -0.3730
C  0.9227  -1.1414  -1.7041
O  1.5835  0.0890  -1.5672
Yb  1.3531  1.2043  0.1363
H  -0.9843  1.0605  2.6587
H  -0.0282  -0.2403  3.3908
H  -0.7504  -1.6143  1.9104
H  -2.2147  1.3416  -0.5374
H  -0.0461  -2.6602  -0.4495
H  1.6221  -2.2602  0.0562
H  -0.1226  -1.0084  -2.0474
H  1.4817  -1.7445  -2.4407
C  -1.5125  2.1653  -0.7166
O  -0.2561  2.2058  -0.9667
Mg  1.8883  1.4668  -3.0527
H  -2.0958  2.8148  -1.3954
H  -1.8102  0.2593  0.7245

Values from the calculation:
Orbital gap (spin up / spin down)   0.15377 / 0.15435 Ha
ΔE to the lowest compared entry with this formula, charge and spin   98.5 kcal per mole

Atomic partial charges in e from the natural (NBO) method, atoms 1 to 5: O -0.9621; C -0.0966; C 0.0224; O -0.6388; C -0.0738

***

(11)
Here is a structure of composition C5H10MgO4Zn from OMol25. Energies are from wB97M-V/def2-TZVPD.

Geometry (Å):
O  2.1351  -0.2494  0.4391
C  2.2355  0.9166  -0.2996
C  0.9985  1.7972  -0.1774
O  -0.1605  0.9925  -0.1449
C  -1.3512  1.4093  0.5149
C  -2.2261  0.1686  0.5995
O  -1.4966  -0.9094  1.1363
Zn  0.3216  -0.8669  0.4497
H  2.3956  0.7121  -1.3811
H  3.1030  1.5356  0.0061
H  1.0363  2.3495  0.7770
H  1.5534  -3.3819  -0.6076
H  -1.8431  2.2175  -0.0474
H  -1.0867  1.7684  1.5225
H  -2.5852  -0.0483  -0.4233
H  -3.1099  0.3821  1.2260
C  0.7970  -2.9998  -1.3156
O  0.0536  -2.0593  -1.0606
Mg  -2.2429  -2.5274  2.0788
H  0.5639  -3.6648  -2.1661
H  0.9087  2.4577  -1.1263

Values from the calculation:
Orbital gap   0.16139 Ha
ΔE to the lowest compared entry with this formula, charge and spin   11.5 kcal per mole

Atomic partial charges in e from the natural (NBO) method, atoms 1 to 5: O -1.0094; C -0.0731; C -0.0878; O -0.6517; C -0.0830

***

(12)
Here is the ion C5H10N with charge +1 from OMol25. Energies are from wB97M-V/def2-TZVPD.

Geometry (Å):
C  2.5753  1.4134  -1.0957
N  1.2926  1.3587  -0.9494
C  0.5054  0.7912  0.0889
C  -0.6906  0.2873  -0.2443
C  -1.4706  -0.3969  0.8931
C  -1.3898  -1.8848  0.6517
H  3.3234  1.1084  -0.3693
H  3.0523  1.9406  -1.8912
H  0.6957  1.5747  -1.7110
H  0.7796  0.9012  1.1723
H  -1.1319  0.1918  -1.2537
H  -1.1215  -0.3423  1.9032
H  -2.5167  0.0137  0.9313
H  -1.4313  -2.4786  1.5855
H  -0.3554  -2.1207  0.3656
H  -2.1164  -2.3577  -0.0769

Values from the calculation:
Orbital gap   0.33422 Ha
ΔE to the lowest compared entry with this formula, charge and spin   37.8 kcal per mole
SMILES   C=[NH+]/C=C/CC
Net charge   +1

Atomic partial charges in e from the natural (NBO) method, atoms 1 to 5: C 0.1082; N -0.3842; C -0.1358; C -0.0621; C -0.4602

***

(13)
Here is a cluster of 2 separate species, C5H10N in total from OMol25. Energies are from wB97M-V/def2-TZVPD.

Geometry (Å):
C  1.2554  1.8067  -0.1444
C  2.3914  1.2437  -0.4037
C  -2.0823  0.4043  -0.2113
C  0.7964  -1.9762  0.2160
C  1.0680  -0.7369  -0.4771
N  1.4288  0.3455  0.3142
H  0.4607  2.6425  -0.0719
H  3.5152  1.1071  -0.6854
H  -3.0026  0.9311  0.0538
H  -1.2693  0.4268  0.5156
H  -1.7675  0.9533  -1.0643
H  1.0457  -2.9104  -0.3540
H  -0.3969  -2.2832  0.1406
H  1.0814  -2.0934  1.3730
H  -2.3179  -0.6434  -0.3655
H  1.5208  0.1559  1.2796

Values from the calculation:
Orbital gap   0.30713 Ha
ΔE to the lowest compared entry with this formula, charge and spin   171.4 kcal per mole
Net charge   +1

Atomic partial charges in e from the natural (NBO) method, atoms 1 to 5: C 0.0510; C 0.0438; C -0.8506; C -0.8631; C 0.2897